one.
Molecular formula: C4H5NO2S
Method: DFT, the ωB97M-V functional and the def2-TZVPD basis

Geometry as XYZ:
```
13
C4H5NO2S the ωB97M-V functional and the def2-TZVPD basis
C -1.5709 -0.0932 0.0484
C -0.6310 -1.0964 0.6689
C 0.4905 -1.4599 -0.2881
C 0.1664 1.6945 0.1167
H -1.2440 -1.9964 0.8709
H -0.2381 -0.7209 1.6424
H 0.8601 -2.4385 -0.0600
H 0.1455 -1.4750 -1.3246
H 0.0673 2.7478 0.2853
N 1.3168 1.1964 0.1405
O -2.7011 -0.3151 -0.2819
O -1.0777 1.1683 -0.1915
S 1.9183 -0.3492 -0.1179
```

Its SMILES is O=C1CCSN=CO1. For the LUMO energy, the calculation gives 0.7 eV.

=====

two.
Molecular formula: C4H5NO2S
Method: DFT, the ωB97M-V functional and the def2-TZVPD basis

Geometry as XYZ:
```
13
C4H5NO2S the ωB97M-V functional and the def2-TZVPD basis
C -0.7533 0.1464 0.2139
C 0.6209 0.7806 0.1192
C 1.7856 -0.1089 -0.0491
C 1.7457 -1.4395 -0.1873
H -2.8852 -0.4336 0.3647
H -1.7211 1.8907 -0.3721
H 2.7127 0.4377 -0.0817
H 2.6637 -2.0134 -0.3338
H 0.8146 -1.9932 -0.1457
N -1.7565 0.8850 -0.3269
O -3.0388 0.4160 -0.1033
O -0.9808 -0.9596 0.6896
S 0.7925 2.3918 0.2125
```

Its SMILES is C=CC(=S)C(=O)NO. For the LUMO energy, the calculation gives -1.5 eV.

=====

It is two that is the least stable of them.